A cluster of 2 separate species, C13H23BF8O6SSi in total at a distorted geometry. Source: the OMol25 dataset; level of theory: ωB97M-V/def2-TZVPD.

Results
HOMO energy ... 0.6 eV
Energy ... -2472.044207 hartree
Frontier orbital gap ... 3.387 eV
Energy above the lowest of the compared OMol25 structures with the same formula, charge and spin ... 27.5 kJ/mol
Lowest unoccupied orbital energy ... 4.01 eV
Charge ... -2
M ... 498.27 g mol⁻¹

Geometry (Å):
C 1.34054 -2.43923 1.34276
B 1.29354 -1.32079 2.45079
O 2.42087 -1.16819 3.24514
Si -0.29587 -0.14956 2.83360
C -0.47574 1.26614 1.60796
C 0.82218 2.06490 1.38423
O 1.50867 1.66546 0.23667
C 0.88512 1.95598 -0.95917
C 0.73904 0.65890 -1.78064
F 0.55489 -0.38053 -0.91955
F -0.39120 0.72034 -2.55542
C 1.97598 0.32579 -2.67981
F 2.49049 -0.88709 -2.32783
F 2.91540 1.27788 -2.50276
C 1.67873 0.32479 -4.20706
F 2.87124 0.11590 -4.84197
F 1.24027 1.55139 -4.57779
C 0.73401 -0.77676 -4.74580
F 0.46359 -1.71604 -3.81843
F -0.45657 -0.22184 -5.12673
C -1.84779 -1.27627 2.83466
C -3.13645 -0.65020 2.25621
C -3.69688 -1.40514 1.04029
C -5.21928 -1.24149 0.94867
C -3.06210 -0.91968 -0.27063
H 1.45968 -3.41591 1.82815
H 0.45703 -2.50007 0.71297
H 2.21735 -2.30058 0.71552
H 2.67617 -2.03639 3.56263
H -0.17561 0.43474 4.20011
H -1.25547 1.94319 1.95986
H -0.84915 0.85583 0.67500
H 0.58906 3.13257 1.34316
H 1.52906 1.94901 2.19946
H 1.42689 2.71573 -1.51910
H -0.13748 2.32457 -0.83337
H 1.15240 -1.22671 -5.64155
H -2.01591 -1.58174 3.86346
H -1.62568 -2.17421 2.26226
H -3.90710 -0.70825 3.02390
H -3.03291 0.40617 2.01781
H -3.44129 -2.45571 1.15367
H -5.65774 -1.08493 1.93139
H -5.48242 -0.37926 0.34540
H -5.70085 -2.11899 0.52326
H -3.09308 -1.71739 -1.00966
H -3.61479 -0.08792 -0.69650
H -2.02848 -0.61084 -0.16171
O 5.73298 2.86377 1.03845
S 5.03444 2.65124 -0.26277
O 5.95402 2.98716 -1.39053
O 3.82555 3.53742 -0.33666
O 4.61062 1.22281 -0.37200

---

A structure of composition C13H23BIrN6OSi at a distorted geometry. Source: the OMol25 dataset; level of theory: ωB97M-V/def2-TZVPD.

Results
HOMO energy (alpha / beta) ... -21.9 / -21.7 eV
Spin multiplicity ... 6
Energy ... -1329.674174 hartree
Frontier orbital gap (alpha / beta) ... 8.922 / 4.148 eV
Energy above the lowest of the compared OMol25 structures with the same formula, charge and spin ... 0.0 kJ/mol
Lowest unoccupied orbital energy (alpha / beta) ... -12.95 / -17.57 eV
Charge ... +4
M ... 510.48 g mol⁻¹

Geometry (Å):
C 2.71256 -0.96821 -0.09741
N 1.40107 -0.89678 -0.48222
N 1.35154 -0.13334 -1.62615
C 2.62583 0.16975 -1.99904
C 3.50704 -0.30283 -1.04963
B 0.15223 0.12160 -2.51072
N -0.80037 -1.05663 -2.41554
N -0.79347 -1.97491 -1.37054
C -1.51609 -3.06033 -1.77528
C -1.91040 -2.86970 -3.09420
C -1.40037 -1.65098 -3.48361
Ir -0.19821 -1.56726 0.41732
N -0.55753 2.18905 -2.62394
N -1.05862 2.93176 -1.58963
C -1.34731 4.17129 -2.00748
C -1.02792 4.29678 -3.37569
C -0.54117 3.01089 -3.72625
H -1.74900 4.89055 -1.32485
H -0.21631 2.66579 -4.69388
H -1.13170 5.17906 -3.98239
H 0.46455 0.35743 -3.63769
H -1.35969 -1.19553 -4.47031
H 2.77415 0.69472 -2.92233
H -2.45418 -3.58022 -3.69711
H 4.57757 -0.19627 -1.04519
H -1.66580 -3.93341 -1.17519
H 3.05618 -1.47394 0.76906
H -1.94972 -0.91011 0.97145
C -1.84959 -1.95110 1.33798
H -2.73489 -2.41566 0.89353
H -0.95073 -2.67518 1.01153
H -1.95083 -1.87217 2.41299
C -0.93083 1.28020 3.63819
Si 0.48916 0.07981 3.31460
C 1.93670 1.23033 3.70959
C 0.33643 -1.56560 4.22568
O 0.68105 -0.34853 1.76759
H -0.91868 1.53801 4.70703
H -1.92053 0.88715 3.38046
H -0.77565 2.20736 3.06826
H 2.01908 1.44872 4.78161
H 2.89417 0.83244 3.35371
H 1.78395 2.19176 3.19623
H -0.67657 -1.98638 4.16988
H 1.01556 -2.29562 3.76421
H 0.60734 -1.49376 5.28534

---

A structure of composition C13H23BeCl2F3K2NO12 at a distorted geometry. Source: the OMol25 dataset; level of theory: ωB97M-V/def2-TZVPD.

Results
HOMO energy ... -3.0 eV
Energy ... -3900.935011 hartree
Frontier orbital gap ... 2.952 eV
Lowest unoccupied orbital energy ... 0.00 eV
Charge ... -1
M ... 600.43 g mol⁻¹

Geometry (Å):
C -0.90540 -1.57502 2.93042
C -0.64741 -0.13146 2.47756
C -1.26169 0.27573 1.13156
F -2.50041 -0.34561 0.86005
C -0.22012 -0.01699 0.07128
C 0.44289 -1.41127 0.06150
C 1.15225 -1.18490 -1.26433
F 1.86025 -2.21794 -1.81117
C -0.07033 -0.86034 -2.00661
O -0.45630 -1.53912 -3.00152
O -0.66780 0.13510 -1.35563
H -0.80816 -2.30483 2.12441
H -1.88041 -1.68908 3.40994
H -0.14314 -1.77843 3.67737
H -1.07007 0.52765 3.24299
H 0.42486 0.07509 2.35045
H -1.42054 1.36350 1.15185
H 0.63418 0.66024 0.33463
H -0.38132 -2.10280 -0.17879
H 1.07868 -1.71250 0.89358
H 1.79851 -0.30464 -1.07242
K 0.48202 -4.10521 -1.96200
C -3.35025 3.95217 -2.69924
C -3.28432 4.42413 -1.26471
O -2.26818 4.84629 -0.77287
C -4.56783 4.33637 -0.46629
H -2.37223 4.06103 -3.16007
H -3.65275 2.90570 -2.72520
H -4.07952 4.54980 -3.25044
H -4.90960 3.30098 -0.41840
H -5.34506 4.94157 -0.93750
H -4.39172 4.69992 0.54259
O -2.28753 1.51150 -6.90502
Cl -2.00095 1.22254 -5.54878
O -2.26755 -0.25129 -5.31139
O -2.69263 2.01403 -4.64380
O -0.51183 1.16448 -5.37466
C 5.05330 -1.13721 -0.50866
C 4.13249 -1.56401 0.65424
O 4.27216 -2.72851 1.14775
O 3.30751 -0.70058 1.03893
H 5.74155 -1.94380 -0.77202
H 4.47638 -0.87060 -1.37875
H 5.62450 -0.25719 -0.21130
Be -0.74821 -0.59480 -5.95929
C 3.24541 -0.85170 4.99012
N 2.48657 -2.06615 4.60639
O 2.97545 -2.81812 3.80805
O 1.39845 -2.22625 5.15369
H 4.17433 -0.84517 4.43252
H 2.62974 0.00789 4.74004
H 3.43324 -0.90021 6.06982
F -1.42972 -1.66972 6.18123
K 1.78446 -3.03732 7.21548
Cl 2.72366 1.90201 0.69691
O -1.16604 -2.88342 -5.82565
H -1.57385 -2.25149 -5.20882

---

A structure of composition C13H23CaClNO4P at a distorted geometry. Source: the OMol25 dataset; level of theory: ωB97M-V/def2-TZVPD.

Results
HOMO energy ... -7.1 eV
Energy ... -2343.706866 hartree
Frontier orbital gap ... 6.947 eV
Energy above the lowest of the compared OMol25 structures with the same formula, charge and spin ... 66.3 kJ/mol
Lowest unoccupied orbital energy ... -0.14 eV
Charge ... 0
M ... 363.84 g mol⁻¹

Geometry (Å):
C 0.61095 -4.55264 -1.28664
C 1.19456 -3.56490 -2.08497
C 0.97527 -2.18044 -1.81266
C 0.11055 -1.85426 -0.77988
C -0.46551 -2.82942 0.02012
C -0.19484 -4.19559 -0.21621
C 1.65723 -1.19175 -2.74986
C 1.00127 0.15699 -3.14410
N -0.50139 0.20965 -3.09910
Ca -0.20246 0.65718 -0.84942
C -1.38428 -2.40680 1.16299
P -2.04038 -0.74283 0.74888
H 1.81011 -3.81716 -2.96062
H -0.63255 -4.94924 0.43073
H 0.81943 -5.60128 -1.51197
H -0.80305 -2.30058 2.10182
H -2.19977 -3.13010 1.35072
H 2.63864 -0.92242 -2.32347
H 1.83789 -1.67083 -3.72191
H 1.45043 0.92600 -2.50501
C -2.83730 -0.31484 2.34048
C -3.43479 -1.17018 -0.35034
H 1.27597 0.41415 -4.16794
C -1.16116 -1.06930 -3.54350
C -0.94607 1.28887 -4.05503
H -0.90956 2.36475 0.17300
H -1.70540 -0.87843 -4.47756
H -0.39485 -1.80708 -3.81582
H -1.86195 -1.47057 -2.80120
H -1.41236 0.80561 -4.91704
H -1.65442 1.99054 -3.61328
H -0.07046 1.82875 -4.44952
H -4.19515 -1.74993 0.17990
H -3.87652 -0.23223 -0.70549
H -3.08930 -1.73079 -1.22400
H -3.43411 -1.14885 2.74116
H -2.05226 -0.04303 3.06108
H -3.48759 0.56016 2.19918
H -1.53133 2.29493 -0.31085
O 2.32850 0.99771 2.73402
Cl 1.14190 1.16728 1.95408
O 0.20068 2.00724 2.65050
O 1.46340 1.75008 0.59384
O 0.50660 -0.16157 1.65210

---

Question: Which of these has the lowest charge?
Answer: C13H23BF8O6SSi

---

Question: charge of number 1 (C13H23BF8O6SSi)?
Answer: -2

---

Copy entry 2 word for word.
A structure of composition C13H23BIrN6OSi at a distorted geometry. Source: the OMol25 dataset; level of theory: ωB97M-V/def2-TZVPD.

Results
HOMO energy (alpha / beta) ... -21.9 / -21.7 eV
Spin multiplicity ... 6
Energy ... -1329.674174 hartree
Frontier orbital gap (alpha / beta) ... 8.922 / 4.148 eV
Energy above the lowest of the compared OMol25 structures with the same formula, charge and spin ... 0.0 kJ/mol
Lowest unoccupied orbital energy (alpha / beta) ... -12.95 / -17.57 eV
Charge ... +4
M ... 510.48 g mol⁻¹

Geometry (Å):
C 2.71256 -0.96821 -0.09741
N 1.40107 -0.89678 -0.48222
N 1.35154 -0.13334 -1.62615
C 2.62583 0.16975 -1.99904
C 3.50704 -0.30283 -1.04963
B 0.15223 0.12160 -2.51072
N -0.80037 -1.05663 -2.41554
N -0.79347 -1.97491 -1.37054
C -1.51609 -3.06033 -1.77528
C -1.91040 -2.86970 -3.09420
C -1.40037 -1.65098 -3.48361
Ir -0.19821 -1.56726 0.41732
N -0.55753 2.18905 -2.62394
N -1.05862 2.93176 -1.58963
C -1.34731 4.17129 -2.00748
C -1.02792 4.29678 -3.37569
C -0.54117 3.01089 -3.72625
H -1.74900 4.89055 -1.32485
H -0.21631 2.66579 -4.69388
H -1.13170 5.17906 -3.98239
H 0.46455 0.35743 -3.63769
H -1.35969 -1.19553 -4.47031
H 2.77415 0.69472 -2.92233
H -2.45418 -3.58022 -3.69711
H 4.57757 -0.19627 -1.04519
H -1.66580 -3.93341 -1.17519
H 3.05618 -1.47394 0.76906
H -1.94972 -0.91011 0.97145
C -1.84959 -1.95110 1.33798
H -2.73489 -2.41566 0.89353
H -0.95073 -2.67518 1.01153
H -1.95083 -1.87217 2.41299
C -0.93083 1.28020 3.63819
Si 0.48916 0.07981 3.31460
C 1.93670 1.23033 3.70959
C 0.33643 -1.56560 4.22568
O 0.68105 -0.34853 1.76759
H -0.91868 1.53801 4.70703
H -1.92053 0.88715 3.38046
H -0.77565 2.20736 3.06826
H 2.01908 1.44872 4.78161
H 2.89417 0.83244 3.35371
H 1.78395 2.19176 3.19623
H -0.67657 -1.98638 4.16988
H 1.01556 -2.29562 3.76421
H 0.60734 -1.49376 5.28534

---

Question: Number 2 is which compound?
Answer: C13H23BIrN6OSi